1.
Here is a molecular structure, C4H6N2O2 from the Open Molecules 2025 dataset. Energies are from wB97M-V/def2-TZVPD.

The largest force on an atom comes out at 9.1 eV/A. The HOMO energy comes out at -9.288 eV. Its energy relative to the best compared isomer or geometry (same formula, charge and spin) is 572.8 kJ/mol. Its net charge is 0. The LUMO energy comes out at 0.59 eV. The total energy comes out at -11315.10531 eV. The orbital gap is 0.36308 hartree.

Positions of all 14 atoms, in Å:
C: -1.43 1.61 -0.45
C: 0.49 -0.44 -1.19
C: 0.19 -1.58 -0.65
C: 0.15 -1.19 0.71
H: -1.90 2.70 -0.27
H: -1.58 0.65 0.51
H: -1.78 1.19 -1.51
H: 0.49 2.50 -0.32
H: 0.82 -0.25 -2.29
H: 0.05 -2.63 -0.98
N: -0.01 1.85 -0.73
N: 0.65 0.64 -0.43
O: -0.03 -1.69 1.85
O: 0.41 0.19 0.96

***

2.
Here is C4H6N2O2 in the gas phase from the Open Molecules 2025 dataset. Energies are from wB97M-V/def2-TZVPD.

The largest force on an atom comes out at 1.9 eV/A. The HOMO energy comes out at -9.665 eV. Its energy relative to the best compared isomer or geometry (same formula, charge and spin) is 175.7 kJ/mol. Its net charge is 0. The LUMO energy comes out at 0.27 eV. The total energy comes out at -11319.22134 eV. The orbital gap is 0.36518 hartree.

Positions of all 14 atoms, in Å:
N: 2.74 0.42 -0.03
C: 1.66 -0.41 -0.11
O: 1.69 -1.59 -0.24
C: 0.32 0.31 -0.20
O: 0.39 1.53 -0.02
N: -0.81 -0.52 -0.46
C: -1.72 -0.55 0.67
C: -2.15 0.15 -0.52
H: 3.61 -0.10 -0.01
H: 2.53 1.33 0.30
H: -1.36 0.09 1.49
H: -2.04 -1.55 0.93
H: -2.88 -0.34 -1.21
H: -1.99 1.23 -0.61

***

3.
Here is C4H6N2O2 in the gas phase from the Open Molecules 2025 dataset. Energies are from wB97M-V/def2-TZVPD.

The largest force on an atom comes out at 6.8 eV/A. The HOMO energy comes out at -8.613 eV. Its energy relative to the best compared isomer or geometry (same formula, charge and spin) is 703.8 kJ/mol. Its net charge is 0. The LUMO energy comes out at 0.47 eV. The total energy comes out at -11313.74703 eV. The orbital gap is 0.33381 hartree.

Positions of all 14 atoms, in Å:
O: -2.42 0.11 -0.60
C: -1.49 -0.25 0.43
C: -0.26 0.56 0.63
N: 0.68 1.50 0.02
C: 1.67 0.66 -0.29
N: 1.85 -0.67 -0.23
O: 0.74 -1.45 0.24
C: -0.27 -0.66 -0.28
H: -3.09 0.71 -0.04
H: -1.93 -0.53 1.31
H: -0.03 0.06 1.59
H: 0.67 2.39 0.42
H: 2.77 0.98 -0.51
H: -0.50 -0.53 -1.34

***

4.
Here is C4H6N2O2 in the gas phase from the Open Molecules 2025 dataset. Energies are from wB97M-V/def2-TZVPD.

The largest force on an atom comes out at 4.3 eV/A. The HOMO energy comes out at -10.131 eV. Its energy relative to the best compared isomer or geometry (same formula, charge and spin) is 336.0 kJ/mol. Its net charge is 0. The LUMO energy comes out at -0.49 eV. The total energy comes out at -11317.55897 eV. The orbital gap is 0.35443 hartree.

Positions of all 14 atoms, in Å:
O: 2.07 0.09 -0.26
C: 1.13 0.03 0.80
C: -0.33 0.09 0.37
O: -1.13 -0.28 1.46
C: -0.52 -0.94 -0.72
N: -0.82 -0.44 -1.83
N: -0.98 0.90 -1.64
C: -0.69 1.24 -0.39
H: 1.79 -0.63 -0.86
H: 1.16 -0.86 1.40
H: 1.38 0.99 1.36
H: -1.98 -0.45 1.09
H: -0.32 -2.02 -0.64
H: -0.76 2.28 -0.13

***

5.
Here is C4H6N2O3 in the gas phase from the Open Molecules 2025 dataset. Energies are from wB97M-V/def2-TZVPD.

As for the multiplicity: 3. The largest force on an atom comes out at 10.3 eV/A. The HOMO energy (spin up / spin down) comes out at -7.490 / -10.240 eV. Its energy relative to the best compared isomer or geometry (same formula, charge and spin) is 327.5 kJ/mol. Its net charge is 0. The LUMO energy (spin up / spin down) comes out at 0.64 / -3.63 eV. The total energy comes out at -13359.57505 eV. The orbital gap (spin up / spin down) is 0.29872 / 0.24300 hartree.

Positions of all 15 atoms, in Å:
C: 1.62 -0.34 -1.51
C: 0.59 0.33 -1.01
C: 0.15 0.32 0.45
C: -1.23 -0.95 1.85
N: 0.78 1.08 1.25
N: -0.27 1.09 -1.96
O: -0.10 0.98 -3.15
O: -1.11 1.80 -1.44
O: -0.77 -0.62 0.51
H: 1.69 -0.54 -2.57
H: 2.23 -0.96 -0.90
H: -2.05 -0.42 2.05
H: -0.41 -0.78 2.58
H: -1.46 -2.07 1.72
H: 0.33 1.08 2.14

***

6.
Here is 2 unconnected molecules or ions with the total composition C4H6N2O4 from the Open Molecules 2025 dataset. Energies are from wB97M-V/def2-TZVPD.

The largest force on an atom comes out at 4.6 eV/A. The HOMO energy (spin up / spin down) comes out at 1.916 / 1.918 eV. Its energy relative to the best compared isomer or geometry (same formula, charge and spin) is 363.9 kJ/mol. Its net charge is -2. The LUMO energy (spin up / spin down) comes out at 6.24 / 6.24 eV. The total energy comes out at -15408.73773 eV. The orbital gap (spin up / spin down) is 0.15890 / 0.15884 hartree.

Positions of all 16 atoms, in Å:
C: 1.23 1.19 1.70
C: -2.23 -0.53 -0.93
C: -0.83 -0.29 -0.18
C: 0.27 -0.19 -1.05
N: 1.10 -0.13 1.34
N: 0.55 -0.29 -2.23
O: 2.34 1.54 2.21
O: 1.36 -0.29 -3.14
O: 0.27 1.96 1.47
O: 2.35 -0.78 1.52
H: -2.26 0.21 -1.67
H: -3.09 -0.60 -0.21
H: -2.27 -1.53 -1.47
H: -0.71 -0.96 0.59
H: -0.91 0.74 0.18
H: 2.85 -0.05 1.86

***

7.
Here is C4H6N2OS in the gas phase from the Open Molecules 2025 dataset. Energies are from wB97M-V/def2-TZVPD.

The largest force on an atom comes out at 3.3 eV/A. The HOMO energy comes out at -9.527 eV. Its energy relative to the best compared isomer or geometry (same formula, charge and spin) is 474.3 kJ/mol. Its net charge is 0. The LUMO energy comes out at -0.12 eV. The total energy comes out at -20104.42560 eV. The orbital gap is 0.34578 hartree.

Positions of all 14 atoms, in Å:
C: 1.15 1.08 0.14
C: 0.99 -0.10 0.72
C: 0.81 1.54 -1.19
C: -2.05 -1.65 0.56
N: 0.32 2.63 -1.61
N: -1.09 -1.03 0.06
O: 0.70 -2.71 0.80
S: 0.47 -1.58 -0.10
H: 1.51 1.92 0.79
H: 1.43 -0.44 1.71
H: 0.77 0.86 -2.06
H: -3.10 -1.21 0.38
H: 0.10 3.43 -1.04
H: -2.04 -2.75 0.85

***

8.
Here is C4H6N2OS in the gas phase from the Open Molecules 2025 dataset. Energies are from wB97M-V/def2-TZVPD.

The largest force on an atom comes out at 14.8 eV/A. The HOMO energy comes out at -9.176 eV. Its energy relative to the best compared isomer or geometry (same formula, charge and spin) is 594.2 kJ/mol. Its net charge is 0. The LUMO energy comes out at 0.37 eV. The total energy comes out at -20103.18265 eV. The orbital gap is 0.35095 hartree.

Positions of all 14 atoms, in Å:
O: -3.38 -0.39 0.01
C: -2.37 -0.14 -0.70
N: -1.34 0.57 -0.15
C: -0.81 -0.31 1.09
C: 0.02 0.09 -0.13
C: 1.08 0.98 -0.01
N: 2.35 0.83 0.01
S: 3.15 -0.65 -0.10
H: -2.22 -0.72 -1.81
H: -0.77 0.17 1.84
H: -1.30 -1.42 1.03
H: 0.37 -0.84 -0.68
H: 0.83 2.14 0.08
H: 4.39 -0.31 -0.47

***

9.
Here is C4H6N2OS in the gas phase from the Open Molecules 2025 dataset. Energies are from wB97M-V/def2-TZVPD.

The largest force on an atom comes out at 4.4 eV/A. The HOMO energy comes out at -8.336 eV. Its energy relative to the best compared isomer or geometry (same formula, charge and spin) is 584.2 kJ/mol. Its net charge is 0. The LUMO energy comes out at 0.29 eV. The total energy comes out at -20103.28639 eV. The orbital gap is 0.31682 hartree.

Positions of all 14 atoms, in Å:
C: -0.94 1.04 -0.25
C: -2.99 0.15 0.82
C: -1.89 -0.12 -0.17
C: 2.95 0.19 0.21
N: 0.33 0.97 -0.27
N: -1.60 -1.46 -0.27
O: -3.29 0.31 -0.37
S: 1.22 -0.39 0.21
H: -1.32 2.00 -0.33
H: 3.32 0.25 1.22
H: 3.10 1.27 -0.16
H: 3.47 -0.50 -0.32
H: -1.67 -2.10 0.48
H: -0.69 -1.60 -0.79